145
Properties=species:S:1:pos:R:3 method="wB97M-V/def2-TZVPD" gap_ev=6.19 e_above_lowest_ev=0.000 charge=-1 lumo_ev=1.727
Y -0.0389 0.1889 0.4359
O 0.3141 -1.2665 4.9830
C 0.2245 -2.5944 4.8219
C 0.1690 -3.3998 5.9623
C 0.0889 -4.7754 5.8492
C 0.0520 -5.3785 4.5970
C 0.0941 -4.5763 3.4672
C 0.1881 -3.1912 3.5547
C 0.2165 -2.3671 2.2783
O 0.1385 -1.0119 2.4470
N 1.4738 -2.7354 1.5654
N 1.9154 -1.8705 0.6548
C 3.1272 -1.9828 0.2523
C 3.7348 -1.1046 -0.7270
Br 2.8324 0.5216 -1.0781
C 4.8922 -1.3158 -1.3614
C 5.7102 -2.5379 -1.2975
C 5.1567 -3.8180 -1.2289
C 5.9693 -4.9409 -1.1871
C 7.3497 -4.8082 -1.2224
C 7.9128 -3.5422 -1.3124
C 7.1009 -2.4212 -1.3559
H 0.2956 -0.8792 4.0608
H 0.1971 -2.9136 6.9293
H 0.0503 -5.3829 6.7454
H -0.0211 -6.4541 4.5036
H 0.0386 -5.0282 2.4816
H -0.6026 -2.7289 1.6443
H 2.1752 -3.2388 2.0977
H 3.7692 -2.7605 0.6665
H 5.2800 -0.5165 -1.9823
H 4.0804 -3.9356 -1.2354
H 5.5194 -5.9244 -1.1368
H 7.9826 -5.6856 -1.1902
H 8.9887 -3.4281 -1.3511
H 7.5434 -1.4349 -1.4292
C -3.0804 1.3142 5.7620
C -3.2185 2.4698 5.0030
C -3.2275 2.3955 3.6197
C -3.1177 1.1599 2.9773
C -2.9757 0.0062 3.7450
C -2.9538 0.0854 5.1317
P -2.9001 1.1197 1.1686
C -4.3778 1.9534 0.4907
C -4.3654 2.2185 -0.8800
C -5.4544 2.8183 -1.4914
C -6.5668 3.1738 -0.7384
C -6.5835 2.9188 0.6245
C -5.4950 2.3106 1.2376
C -3.1597 -0.6139 0.6776
C -4.3982 -1.2598 0.7470
C -4.5069 -2.5681 0.3142
C -3.3768 -3.2134 -0.1867
C -2.1600 -2.5525 -0.2407
C -1.9938 -1.2222 0.1875
H -3.0507 1.3758 6.8430
H -3.2909 3.4359 5.4873
H -3.3002 3.3051 3.0337
H -2.8487 -0.9528 3.2578
H -2.8127 -0.8164 5.7142
H -3.4969 1.9439 -1.4697
H -5.4323 3.0140 -2.5564
H -7.4164 3.6490 -1.2131
H -7.4476 3.1927 1.2175
H -5.5166 2.1169 2.3027
H -5.2702 -0.7372 1.1281
H -5.4593 -3.0833 0.3572
H -3.4555 -4.2372 -0.5388
H -1.3039 -3.0939 -0.6380
C 0.0735 -1.6910 -6.5381
C 1.0928 -2.4494 -5.7298
C 1.9420 -3.3333 -6.3931
C 2.9234 -4.0484 -5.7232
C 3.0767 -3.8863 -4.3558
C 2.2270 -3.0231 -3.6807
C 1.2326 -2.3007 -4.3406
P 0.1918 -1.2522 -3.2409
C -1.4830 -1.4985 -3.9571
C -2.2327 -0.4215 -4.4287
C -3.5351 -0.5905 -4.8694
C -4.1071 -1.8537 -4.8515
C -3.3646 -2.9321 -4.3997
C -2.0564 -2.7779 -3.9487
C -1.2906 -3.9954 -3.5031
C 0.6950 0.4458 -3.6547
C 1.7301 0.7108 -4.5548
C 2.3152 1.9615 -4.6451
C 1.8621 2.9748 -3.8004
C 0.8377 2.7359 -2.9103
C 0.2206 1.4693 -2.7940
C -0.7639 1.2289 -1.7617
H 0.3967 -1.6259 -7.5777
H -0.0713 -0.6815 -6.1569
H -0.8995 -2.1876 -6.5139
H 1.8356 -3.4495 -7.4661
H 3.5702 -4.7227 -6.2710
H 3.8488 -4.4253 -3.8210
H 2.3251 -2.8983 -2.6070
H -1.7824 0.5625 -4.4548
H -4.1011 0.2634 -5.2210
H -5.1282 -1.9987 -5.1819
H -3.8098 -3.9210 -4.3809
H -1.9764 -4.7882 -3.2029
H -0.6312 -3.7736 -2.6615
H -0.6570 -4.3772 -4.3082
H 2.1096 -0.0880 -5.1810
H 3.1212 2.1393 -5.3455
H 2.3214 3.9563 -3.8319
H 0.5111 3.5264 -2.2424
H -1.5355 0.4989 -2.0007
H -1.2180 2.1557 -1.4078
C 1.7686 2.5981 6.3301
C 0.7307 1.8296 5.8229
C 0.4369 1.8728 4.4666
C 1.1591 2.6770 3.5818
C 2.1995 3.4428 4.1171
C 2.5041 3.4057 5.4719
Si 0.5948 2.7550 1.7566
C 1.9997 3.7430 0.9035
C 1.7742 4.8873 0.1340
C 2.8075 5.5322 -0.5363
C 4.1059 5.0529 -0.4441
C 4.3599 3.9233 0.3239
C 3.3188 3.2808 0.9778
C -0.8052 4.0705 1.8753
C -0.9654 4.8915 2.9965
C -2.0089 5.8043 3.0913
C -2.9337 5.9201 2.0615
C -2.7926 5.1272 0.9305
C -1.7400 4.2238 0.8464
H 2.0083 2.5636 7.3865
H 0.1581 1.1782 6.4711
H -0.3819 1.2656 4.0905
H 2.7804 4.0858 3.4651
H 3.3167 4.0102 5.8592
H 0.7685 5.2866 0.0564
H 2.5970 6.4149 -1.1294
H 4.9134 5.5540 -0.9643
H 5.3702 3.5386 0.4058
H 3.5378 2.3939 1.5660
H -0.2713 4.8036 3.8248
H -2.1058 6.4199 3.9787
H -3.7579 6.6191 2.1401
H -3.5100 5.1972 0.1207
H -1.6590 3.6057 -0.0403